1.
98
Properties=species:S:1:pos:R:3:forces:R:3 method="wB97M-V/def2-TZVPD" relative_energy_kcal_mol=150.8 total_charge=+1 orbital_gap_ev=7.2509 homo_energy_ev=-10.88 energy_ev=-178176.1572 largest_force_ev_per_a=6.1 multiplicity=1
Ca 2.716 -3.991 -1.800 1.30 0.97 0.13
Ca 1.675 1.106 -3.595 0.22 -0.78 -0.46
S -1.790 2.331 -3.455 -2.11 0.49 0.38
S 4.706 -1.009 -2.520 2.41 -0.34 -2.57
S 0.723 -1.069 -0.925 -0.83 0.21 -0.57
F 4.159 -5.490 -0.790 -3.37 -2.86 -2.61
F 1.702 -3.258 -3.637 0.05 -1.56 1.53
F -1.729 2.183 -0.738 0.09 0.88 1.82
F 4.103 -0.339 -0.034 0.89 -0.14 -0.05
F -0.184 0.448 1.236 -1.78 -0.25 0.58
F 1.820 0.569 0.945 3.54 1.78 0.37
F -3.762 2.496 -1.617 -0.31 0.39 1.25
F -2.761 0.626 -1.675 -1.00 -3.83 0.62
F 3.036 2.857 -3.905 -0.17 -0.86 -0.80
F 3.467 4.227 -2.203 1.14 1.82 0.22
F 0.333 -2.638 -5.316 -1.06 -0.37 0.14
F 1.328 3.827 -2.759 -1.39 0.08 -0.51
F 1.455 -1.076 -4.160 -0.41 1.04 0.46
F 1.058 -1.245 1.841 -0.04 0.12 0.38
F 6.214 -1.002 -0.243 -1.07 0.71 -0.47
F 2.580 2.369 -1.677 -0.63 -2.89 0.82
F 4.061 -3.509 0.177 -2.56 1.74 0.33
F 2.536 -2.424 -5.573 0.74 -0.28 -0.04
F 5.225 -5.129 1.059 1.12 -2.38 4.90
F 5.911 -4.225 -0.790 1.13 0.54 -0.95
F 5.581 1.034 -0.922 -0.42 -2.45 0.14
O 4.189 -2.374 -2.199 0.50 1.86 -0.55
O -2.762 1.742 -4.357 0.46 0.03 0.52
O 1.650 -2.193 -0.998 -0.47 0.44 1.15
O -1.647 3.763 -3.518 -0.10 -0.38 0.47
O 3.699 -0.091 -3.063 0.08 -0.40 1.19
O -0.661 -1.442 -1.064 -0.67 -0.77 1.22
O 5.931 -0.976 -3.350 -2.21 -0.42 2.25
O 1.003 -0.024 -1.874 0.60 0.09 2.19
O -0.537 1.605 -3.376 0.82 -0.55 -0.11
N -3.366 1.939 2.605 1.01 0.48 0.25
N -2.774 -0.008 3.388 0.63 1.91 -1.77
N 2.986 3.242 3.471 -3.52 2.77 -3.83
N 1.654 3.823 1.750 0.08 -1.08 1.35
N -3.360 -3.233 -2.356 0.16 -1.87 0.76
N -3.926 -4.184 -0.506 -1.41 -2.12 -1.74
C -2.937 -4.105 -1.418 -0.40 2.25 0.42
C -2.283 1.259 3.136 -4.54 -1.65 -0.30
C -4.516 1.133 2.516 2.86 -2.40 0.74
C -3.860 -4.997 0.720 1.41 -0.11 -0.77
C -5.125 -3.772 -1.169 1.21 1.04 1.69
C -4.050 4.275 3.159 -1.33 0.92 0.34
C -1.943 -1.070 3.858 0.02 -2.45 0.42
C -2.313 -4.164 -4.372 0.52 0.57 0.37
C 0.500 3.784 0.850 -0.80 0.27 0.72
C -2.588 1.873 -1.690 1.95 2.93 -5.01
C 5.218 -0.319 -0.812 -0.23 1.37 -0.58
C 3.462 2.772 4.705 2.25 -2.37 1.48
C 2.648 4.790 1.744 0.70 -2.67 2.88
C 1.785 2.948 2.812 2.19 1.81 -1.13
C -3.294 3.422 2.208 1.11 -1.22 0.33
C -4.083 -0.176 2.917 0.69 3.38 0.19
C -2.714 -2.924 -3.559 2.42 0.25 -2.94
C -4.681 -3.074 -2.238 -1.86 0.40 -0.27
C 4.129 1.321 4.538 -1.26 1.03 1.17
C 0.895 -0.276 0.946 -1.53 -2.40 -3.48
C 3.425 4.411 2.863 -0.20 1.06 -1.17
B 2.583 3.309 -2.659 1.54 3.09 0.82
B 1.516 -2.359 -4.669 0.06 0.59 -2.76
B 4.833 -4.615 -0.035 3.25 2.46 -1.44
H 4.310 3.366 5.044 -0.43 0.58 -0.15
H -0.859 -0.974 3.806 -0.22 0.97 0.23
H -2.074 -1.967 3.253 -0.32 0.14 -0.45
H -3.431 3.539 1.133 -0.78 -0.23 0.11
H 0.757 3.782 -0.209 0.14 -0.25 0.11
H -1.974 -4.594 -1.444 -0.02 0.29 0.45
H -0.132 2.956 1.172 0.35 -0.39 -0.57
H -1.828 -2.309 -3.403 0.17 -0.17 0.43
H 2.660 2.850 5.439 0.17 -0.42 0.10
H -6.096 -3.866 -0.707 0.20 0.08 -0.03
H -3.111 -4.890 -4.527 -0.12 0.17 0.03
H -1.305 1.578 3.462 -0.28 0.28 -0.37
H 1.043 2.197 3.039 0.48 -0.10 -0.05
H 4.160 5.035 3.350 0.38 -0.42 -0.23
H 5.133 1.332 4.115 -0.51 0.24 -0.86
H -1.986 -3.721 -5.313 0.20 -0.59 -0.11
H 4.344 0.897 5.519 -0.47 0.08 0.24
H -3.696 5.300 3.044 0.04 0.01 0.15
H -1.458 -4.636 -3.888 0.05 -0.25 -0.26
H -5.128 4.340 3.013 -0.05 -0.24 -0.37
H 3.359 0.713 4.063 0.66 -0.41 -0.35
H -3.238 -2.326 -4.304 -1.10 0.23 0.97
H -3.950 3.972 4.201 0.47 -0.04 -0.05
H -5.169 -2.490 -3.004 -0.32 -0.14 0.28
H -2.256 3.736 2.319 0.30 -0.60 0.15
H -3.094 -5.748 0.526 -0.13 -0.26 0.06
H -3.395 -4.369 1.480 -0.76 -0.08 0.40
H -5.477 1.496 2.183 0.27 0.01 -0.15
H -0.128 4.639 1.101 0.23 0.41 -0.36
H -4.782 -5.529 0.952 0.01 0.59 0.09
H 2.755 5.569 1.004 -0.09 -0.14 0.09
H -4.505 -1.170 2.928 -0.32 0.35 0.07
H -2.298 -1.418 4.828 0.38 0.43 0.30



2.
110
Properties=species:S:1:pos:R:3:forces:R:3 method="wB97M-V/def2-TZVPD" total_charge=+1 orbital_gap_ev=8.1065 homo_energy_ev=-10.69 energy_ev=-96291.1035 largest_force_ev_per_a=3.8 multiplicity=1
I -1.915 3.537 -0.003 -0.02 -0.25 -0.02
Cl -6.165 3.254 0.811 0.16 0.18 -0.28
Cl 4.217 -0.773 -0.287 -0.17 -0.10 -0.24
F 1.275 -0.669 3.998 0.15 0.09 0.03
O -1.734 -2.419 -3.541 1.01 -2.13 0.67
O -2.819 -4.247 1.323 -0.47 0.07 0.22
O -2.892 -3.310 3.441 -0.13 0.35 0.07
O -0.873 0.885 -4.983 -1.46 -0.51 2.58
O -2.518 -4.124 -2.433 0.01 0.64 -0.01
O -2.490 -0.305 -3.882 0.00 3.79 0.07
O 1.474 3.159 0.478 -0.09 -0.90 -0.39
O 4.743 2.899 1.500 -0.41 -0.34 -0.17
O -2.230 1.358 2.171 0.31 0.51 -0.29
O 4.011 4.779 2.333 -0.21 -0.12 0.18
O 0.310 2.382 2.389 -0.08 -1.03 -0.29
N -0.088 1.275 0.105 -0.58 0.11 -0.35
N -1.917 -0.715 1.101 -0.23 0.57 -0.39
N 3.413 1.372 -4.714 -0.30 0.19 -0.39
C -4.877 1.035 1.726 -0.19 -0.34 -0.82
C -2.975 -1.662 1.438 -0.11 -0.41 0.55
C -3.033 -5.462 -2.317 0.06 -0.51 -0.12
C 2.858 -1.214 0.810 0.31 0.07 0.79
C -1.937 -6.467 -2.039 0.18 0.14 -0.04
C -0.529 -1.147 0.907 0.33 -1.39 0.09
C 1.843 -0.042 0.921 0.57 -0.39 0.22
C 6.345 4.647 1.541 0.13 -0.02 0.40
C -1.467 1.626 -2.763 -0.30 -0.61 -0.06
C -0.013 -0.658 3.414 0.01 -0.19 0.50
C -1.554 0.694 -3.966 0.83 -0.37 -2.65
C -3.893 0.751 0.581 -0.47 0.14 0.09
C -0.974 -0.986 4.538 0.49 0.18 0.14
C -1.673 -4.482 -4.722 -0.42 0.08 -0.08
C 0.798 -0.541 -1.262 0.69 0.26 -0.47
C 0.484 -0.147 0.202 0.12 -0.16 -0.50
C 4.993 4.037 1.806 0.20 0.28 -0.14
C 4.184 7.157 1.790 0.02 -0.11 -0.14
C -2.028 0.937 -1.512 -0.13 0.04 -0.62
C 4.219 6.095 2.868 0.04 0.31 -0.01
C -2.386 0.633 0.945 -0.52 0.24 0.85
C 2.460 0.294 -4.544 0.42 -0.38 0.76
C -0.601 -2.394 0.016 -0.09 -0.47 0.13
C 3.518 -1.502 2.168 0.09 0.15 -0.23
C 0.023 -1.651 2.255 -0.21 0.27 0.41
C -1.993 -3.599 -3.546 -0.13 -1.04 0.09
C 2.511 -0.378 -3.155 -0.04 0.27 -0.38
C 1.734 0.389 -2.067 -0.05 0.08 -0.44
C -5.081 2.509 2.002 -0.04 -0.30 0.98
C -1.584 1.359 -0.129 0.04 1.06 -0.16
B 0.531 2.344 1.056 0.34 1.01 0.79
B -2.857 -3.108 2.103 0.78 -0.36 -0.44
H 4.361 1.038 -4.750 0.21 0.01 0.15
H 3.240 7.112 1.248 -0.04 0.03 0.05
H -3.089 1.113 -1.612 -0.19 0.01 0.38
H -2.089 -1.183 -3.783 0.10 -0.13 -0.45
H 7.100 3.883 1.703 -0.04 -0.08 -0.15
H 1.030 -2.035 2.181 0.25 0.15 -0.24
H -1.393 -6.191 -1.135 -0.05 -0.03 0.05
H 2.974 -2.249 2.731 -0.15 -0.02 0.20
H -4.257 -0.085 -0.004 0.22 -0.27 -0.03
H 4.288 8.147 2.231 -0.01 0.00 0.02
H -0.513 -2.544 2.564 -0.43 -0.04 -0.11
H -1.113 -3.205 0.511 -0.14 0.15 0.20
H -5.569 2.611 2.964 -0.19 0.12 0.11
H -2.179 0.725 2.887 -0.02 -0.22 0.13
H -0.090 -0.707 -1.856 -0.24 0.07 -0.03
H 5.136 6.126 3.456 0.03 -0.04 -0.05
H -1.952 -0.535 4.400 -0.30 -0.20 -0.10
H 1.746 0.131 1.984 -0.32 0.19 0.11
H -0.180 0.372 3.117 0.11 -0.01 -0.34
H 3.563 -0.430 -2.898 0.14 -0.18 0.24
H -2.279 -5.382 -4.779 0.07 -0.03 0.14
H -4.696 0.477 2.636 0.26 0.06 0.24
H -3.012 -4.247 3.618 0.06 -0.22 0.24
H -1.215 -6.513 -2.854 -0.05 -0.05 -0.05
H 1.148 1.121 -2.616 -0.12 0.24 0.05
H 0.369 -2.833 -0.179 0.26 0.14 -0.27
H -1.979 -0.140 -1.614 0.31 -0.26 0.14
H -1.145 -2.182 -0.897 0.12 -0.10 -0.27
H -3.624 -5.718 -3.196 0.06 0.05 -0.05
H -2.097 2.470 -3.023 -0.08 0.28 0.04
H -4.064 1.591 -0.084 0.28 0.27 -0.07
H 3.396 6.247 3.563 -0.05 -0.11 -0.01
H -0.548 -0.549 5.435 -0.07 0.19 0.19
H 2.162 -1.407 -3.228 -0.21 -0.14 -0.02
H -5.831 0.676 1.345 -0.24 -0.18 0.18
H -3.604 -1.194 2.196 -0.26 0.23 -0.17
H -4.151 3.052 2.075 0.18 0.21 -0.30
H -2.987 -4.029 0.405 0.09 -0.11 -0.35
H 4.984 7.021 1.063 0.06 0.03 0.05
H 6.586 5.491 2.181 -0.06 0.07 -0.09
H 1.123 2.632 2.839 0.03 0.57 0.25
H 6.382 4.964 0.500 -0.01 0.00 -0.02
H -3.597 -1.857 0.562 -0.21 0.06 -0.14
H 4.530 -1.852 2.025 0.15 -0.29 -0.11
H 3.597 -0.593 2.750 -0.07 0.15 0.18
H -1.842 -3.912 -5.631 0.15 0.11 0.01
H -0.462 2.019 -2.690 0.18 0.03 -0.06
H 2.428 0.780 0.525 -0.23 0.35 -0.10
H 1.304 -1.492 -1.300 0.06 -0.27 0.44
H -1.053 -2.049 4.709 -0.24 -0.24 -0.06
H 3.320 2.093 -4.018 0.09 0.12 0.12
H 2.356 2.830 0.705 0.56 0.61 0.02
H -3.723 -5.427 -1.475 -0.02 0.14 -0.01
H 2.711 -0.479 -5.261 -0.15 -0.01 -0.39
H 1.459 0.661 -4.726 -0.25 0.03 -0.32
H -0.621 -4.760 -4.670 0.04 0.02 0.01
H 0.301 1.630 -0.776 0.07 -0.07 -0.04
H 2.448 0.954 -1.477 -0.03 -0.02 0.32
H 2.422 -2.135 0.449 -0.07 -0.08 -0.40
H -2.361 -7.460 -1.901 -0.03 0.01 0.01



3.
15
Properties=species:S:1:pos:R:3:forces:R:3 method="wB97M-V/def2-TZVPD" relative_energy_kcal_mol=105.8 orbital_gap_ev=9.3061 homo_energy_ev=-8.82 energy_ev=-8290.4104 largest_force_ev_per_a=1.6 multiplicity=1
N -1.135 0.533 -3.120 0.32 -0.18 0.99
N -0.781 -0.425 -0.840 -0.23 0.27 -0.49
C -0.188 -0.886 1.442 0.03 0.01 0.06
C -1.116 1.080 0.216 0.35 0.16 0.27
C 0.007 0.107 0.313 0.03 -0.03 0.04
C 1.462 0.454 0.042 -0.11 0.10 0.02
C -0.931 0.161 -2.039 0.06 -0.11 -1.57
H 0.129 -0.373 2.349 -0.03 -0.21 0.15
H -1.301 -1.291 -0.731 -0.07 0.43 0.27
H 2.114 -0.430 0.035 -0.21 0.16 -0.02
H -0.766 1.882 -0.496 -0.27 -0.66 0.17
H 1.603 1.017 -0.889 -0.16 -0.15 0.15
H 0.383 -1.815 1.322 0.01 0.23 -0.03
H -1.255 -1.116 1.531 0.18 0.06 0.11
H 1.775 1.102 0.867 0.09 -0.08 -0.11



4.
15
Properties=species:S:1:pos:R:3:forces:R:3 method="wB97M-V/def2-TZVPD" relative_energy_kcal_mol=74.0 orbital_gap_ev=7.5870 homo_energy_ev=-8.23 energy_ev=-152238.6855 largest_force_ev_per_a=3.3 multiplicity=1
Br 4.287 1.618 3.376 -0.64 -0.11 -0.57
Br -0.563 2.954 0.173 0.08 -0.45 -0.04
Si -0.179 0.765 -0.047 1.82 -0.24 0.95
C 2.434 0.476 1.434 -2.74 -0.25 -1.81
C 0.186 0.315 -1.842 -0.06 0.11 0.49
C 2.684 1.502 2.160 0.90 0.68 1.02
C -1.477 -0.234 0.888 0.30 0.31 -0.23
H -2.460 -0.153 0.421 0.03 0.12 -0.14
H 2.134 2.418 2.252 -0.13 0.17 0.03
H -1.569 0.117 1.913 0.10 0.12 0.03
H 0.335 -0.755 -1.954 -0.01 -0.18 0.12
H -1.212 -1.285 0.922 0.16 -0.17 -0.07
H 2.929 -0.457 1.287 0.31 -0.31 0.07
H -0.636 0.611 -2.492 -0.17 0.08 0.02
H 1.088 0.808 -2.197 0.05 0.13 0.12